Below is C19H19N3O4S in the gas phase in a non-equilibrium geometry, with properties calculated with the ωB97M-V functional and the def2-TZVPD basis.

## Properties
- relative energy (zero: lowest compared OMol25 entry of this formula, charge and spin) (kcal/mol) = 53.2
- largest force on an atom (eV/A) = 1.62
- SMILES string = Cc1cc(NS(=O)(=O)c2ccc(NC(=O)CCc3ccccc3)cc2)no1

CARTESIAN COORDINATES (ANGSTROEM)
C1 -4.9512 -3.8371 -0.4491
C2 -4.9936 -2.4847 0.1574
C3 -4.3261 -1.3299 -0.1299
C4 -4.8415 -0.4029 0.8166
N1 -5.7282 -0.9772 1.5948
O1 -5.8230 -2.2737 1.1911
N2 -4.4626 0.9037 0.9701
H1 -5.0123 1.4346 1.6272
S1 -3.7938 1.7815 -0.3088
O2 -4.3848 1.3871 -1.5505
O3 -3.8802 3.1467 0.1078
C5 -2.1020 1.2298 -0.2479
C6 -1.5272 0.6142 -1.3422
C7 -0.2182 0.1736 -1.2787
C8 0.5163 0.3586 -0.1067
C9 -0.0781 0.9942 0.9884
C10 -1.3857 1.4290 0.9169
H2 -1.8597 1.9258 1.7477
H3 0.4917 1.1443 1.8943
N3 1.8358 -0.0609 0.0266
C11 2.6284 -0.7229 -0.8770
O4 2.2662 -1.0692 -1.9753
C12 4.0344 -0.9433 -0.3557
H4 4.0144 -1.2725 0.6853
H5 4.5049 -1.7201 -0.9589
C13 4.8528 0.3553 -0.4772
C14 6.2490 0.1314 0.0326
C15 7.2300 -0.3813 -0.8063
C16 8.5061 -0.6242 -0.3311
C17 8.8164 -0.3599 0.9922
C18 7.8449 0.1492 1.8364
C19 6.5689 0.3910 1.3586
H6 5.8158 0.7928 2.0226
H7 8.0811 0.3595 2.8692
H8 9.8125 -0.5482 1.3638
H9 9.2607 -1.0197 -0.9948
H10 6.9912 -0.5863 -1.8400
H11 4.8795 0.6551 -1.5263
H12 4.3709 1.1526 0.0938
H13 2.2574 0.1578 0.9192
H14 0.2422 -0.3103 -2.1236
H15 -2.1149 0.4921 -2.2386
H16 -3.6054 -1.1464 -0.8952
H17 -5.8920 -4.0474 -0.9558
H18 -4.1388 -3.8938 -1.1666
H19 -4.8120 -4.5894 0.3247

---

Below is a molecular structure, C19H19N3O5 in a non-equilibrium geometry, with properties calculated with the ωB97M-V functional and the def2-TZVPD basis.

## Properties
- relative energy (zero: lowest compared OMol25 entry of this formula, charge and spin) (kcal/mol) = 404.5
- largest force on an atom (eV/A) = 14.80

CARTESIAN COORDINATES (ANGSTROEM)
C1 2.3951 3.9675 -0.7567
H1 2.3674 4.8792 -0.1268
H2 2.5653 4.1137 -1.8244
H3 2.9105 3.2495 -0.3227
O1 0.8796 3.9222 -0.6674
C2 0.6361 2.5419 -1.0260
C3 -0.4461 2.1541 -0.3595
C4 -1.2811 0.9399 -0.6767
C5 -0.5696 0.0440 -1.4890
C6 0.5963 0.3451 -2.0662
C7 1.2275 1.4945 -2.1471
O2 2.2800 2.1029 -2.7751
C8 3.3712 1.3689 -2.5974
H4 4.2318 1.7540 -3.1493
H5 3.6355 0.9269 -1.7570
H6 3.4158 0.3497 -3.3663
C9 0.9736 -0.7657 -2.8398
O3 1.8495 -0.9354 -3.8200
O4 -0.0773 -1.8964 -2.7805
C10 -0.7153 -1.5564 -1.6782
H7 -1.8786 -1.5674 -2.0468
C11 -0.3055 -2.4633 -0.5271
C12 -0.6628 -1.7798 0.8112
N1 0.3042 -0.9669 1.3979
N2 1.1105 -0.5020 0.6364
C13 1.9316 0.5460 1.2600
O5 2.9891 1.0790 0.7605
N3 1.4207 1.0958 2.2158
H8 0.7643 0.8483 2.7247
H9 1.9077 2.0385 2.7027
H10 1.5683 -1.0039 -0.1202
C14 -1.9952 -1.8088 1.5967
C15 -3.1150 -2.3615 0.9915
C16 -4.2446 -2.4039 1.8075
C17 -4.2318 -2.2676 3.1348
C18 -3.1331 -2.0985 3.6201
C19 -2.0907 -1.6430 2.9722
H11 -0.8381 -1.6004 3.5809
H12 -3.0822 -1.8145 4.7744
H13 -5.0443 -2.5603 3.5347
H14 -5.0904 -2.8967 1.3755
H15 -2.8699 -2.5547 -0.1255
H16 -0.9824 -3.2281 -0.4942
H17 0.6398 -2.5716 -0.4394
H18 -2.1019 0.6569 -0.2215
H19 -1.2154 2.8282 0.3033

---

Below is C19H19N3O5S in the gas phase in a non-equilibrium geometry, with properties calculated with the ωB97M-V functional and the def2-TZVPD basis.

## Properties
- relative energy (zero: lowest compared OMol25 entry of this formula, charge and spin) (kcal/mol) = 17.2
- largest force on an atom (eV/A) = 1.11
- SMILES string = Cn1c(=O)oc2cc(S(=O)(=O)NCCC(=O)N3CCc4ccccc43)ccc21

CARTESIAN COORDINATES (ANGSTROEM)
C1 -4.2446 -0.6426 1.3294
N1 -3.1733 -1.1092 0.4950
C2 -1.8259 -1.0218 0.7397
C3 -1.0942 -0.4800 1.7798
C4 0.2857 -0.5777 1.6873
C5 0.8919 -1.1940 0.6064
C6 0.1732 -1.7554 -0.4376
C7 -1.1959 -1.6385 -0.3546
O1 -2.1471 -2.0693 -1.2278
C8 -3.3662 -1.7395 -0.7188
O2 -4.4175 -1.9654 -1.2438
H1 0.6518 -2.2473 -1.2656
S1 2.6712 -1.4148 0.7063
O3 2.8874 -2.8134 0.9121
O4 3.1737 -0.4783 1.6752
N2 3.3885 -1.0208 -0.7310
H2 3.0395 -1.4965 -1.5449
C9 3.9444 0.2902 -0.9353
C10 3.0938 1.2113 -1.8255
C11 1.6008 1.0294 -1.6092
O5 0.9666 0.2835 -2.3341
N3 1.0237 1.7365 -0.6072
C12 -0.3569 1.8759 -0.4236
C13 -1.3882 1.4328 -1.2337
C14 -2.6882 1.7530 -0.8699
C15 -2.9527 2.4922 0.2712
C16 -1.9125 2.9340 1.0792
C17 -0.6183 2.6256 0.7227
C18 0.6662 3.0052 1.3942
H3 0.7488 4.0871 1.5087
H4 0.7353 2.5588 2.3873
C19 1.7442 2.4440 0.4510
H5 2.4013 1.7476 0.9762
H6 2.3485 3.2485 0.0210
H7 -2.1121 3.5190 1.9647
H8 -3.9718 2.7439 0.5252
H9 -3.5048 1.4209 -1.4935
H10 -1.1852 0.8638 -2.1248
H11 3.2687 0.9465 -2.8708
H12 3.3962 2.2467 -1.6725
H13 4.9383 0.1846 -1.3849
H14 4.0719 0.7006 0.0667
H15 0.9238 -0.1871 2.4633
H16 -1.5728 -0.0073 2.6211
H17 -5.1767 -0.8369 0.8008
H18 -4.1375 0.4273 1.5120
H19 -4.2464 -1.1772 2.2810

---

Which value of largest force on an atom does entry 3 give? 1.11 eV/A